C9H15NO3Si | ωB97M-V/def2-TZVPD

Calculated values
E_LUMO (eV): 0.9
HOMO energy (eV): -7.94
Orbital gap (eV): 8.86

The geometry in ORCA input format:
```
! wB97M-V def2-TZVPD RIJCOSX def2/J DEFGRID3
* xyz 0 1
O -1.913 1.062 -1.272
O 0.110 -0.593 -2.205
O 0.557 2.057 -1.481
C 0.929 -1.606 1.995
C -0.134 0.338 2.961
C 0.663 -1.115 0.749
C -0.389 0.824 1.686
C 0.533 -0.885 3.136
C 0.031 0.104 0.580
N 0.776 -1.383 4.417
C -2.811 0.014 -0.960
C -0.119 -0.415 -3.573
C 1.904 1.905 -1.829
Si -0.295 0.661 -1.183
H 1.481 -2.507 2.123
H -0.479 0.875 3.818
H 1.042 -1.649 -0.152
H -0.872 1.785 1.622
H 1.450 -2.132 4.538
H 0.508 -0.896 5.247
H -3.312 -0.281 -1.857
H -3.567 0.293 -0.152
H -2.286 -0.852 -0.622
H -0.027 -1.356 -4.106
H 0.646 0.260 -3.925
H -1.133 -0.024 -3.743
H 2.003 1.039 -2.508
H 2.200 2.770 -2.387
H 2.503 1.708 -0.916
*
```

Results of the natural (NBO) charge analysis, in e, for atoms 1 through 5: O -0.897; O -0.906; O -0.892; C -0.273; C -0.269



C19H43N2OP3RuSe | ωB97M-V/def2-TZVPD

Calculated values
Energy relative to the best compared isomer or geometry (same formula, charge and spin) (eV): 0.000
E_LUMO (spin up / spin down) (eV): -8.8 / -13.5
HOMO energy (spin up / spin down) (eV): -14.59 / -16.52
Orbital gap (spin up / spin down) (eV): 5.78 / 3.04
⟨S²⟩: 8.77

The geometry in ORCA input format:
```
! wB97M-V def2-TZVPD RIJCOSX def2/J DEFGRID3
* xyz 3 6
Ru 0.052 -0.210 -0.216
P -1.297 -1.894 0.451
P 1.490 -0.329 1.522
P 1.284 -1.270 -1.639
H -2.969 4.469 -6.767
C -3.012 3.514 -7.313
C -3.932 2.579 -7.049
H -4.808 2.775 -6.428
C -2.684 -1.367 1.517
C -0.620 -3.307 1.404
C -2.140 -2.696 -0.955
C 2.710 1.038 1.563
C 0.686 -0.159 3.159
C 2.571 -1.797 1.764
C 0.636 -1.215 -3.347
C 1.659 -3.057 -1.441
C 2.953 -0.551 -1.852
H -2.289 3.433 -8.154
H -3.898 1.601 -7.537
H -3.227 -0.538 1.045
H -2.294 -1.018 2.482
H -3.376 -2.201 1.697
H -0.251 -2.967 2.380
H 0.204 -3.778 0.855
H -1.406 -4.059 1.570
H -2.695 -1.929 -1.512
H -2.847 -3.463 -0.605
H -1.409 -3.163 -1.625
H 3.374 0.939 2.433
H 2.170 1.990 1.625
H 3.314 1.032 0.648
H 1.432 -0.194 3.968
H -0.039 -0.967 3.311
H 0.156 0.800 3.178
H 3.198 -1.652 2.656
H 3.231 -1.939 0.900
H 1.967 -2.701 1.908
H 1.164 -1.946 -3.974
H 0.780 -0.208 -3.761
H -0.434 -1.453 -3.341
H 2.297 -3.378 -2.278
H 0.737 -3.654 -1.459
H 2.194 -3.244 -0.502
H 3.489 -1.108 -2.634
H 3.531 -0.602 -0.920
H 2.851 0.500 -2.152
C 0.158 2.448 -2.897
C -1.133 2.150 -3.363
C -1.503 2.562 -4.651
C -0.596 3.253 -5.458
C 0.715 3.488 -5.011
C 1.089 3.078 -3.732
Se 0.844 2.178 -1.109
H -0.469 1.315 -1.090
H -1.860 1.612 -2.751
H -2.502 2.371 -5.051
H -0.919 3.601 -6.435
H 1.452 3.995 -5.640
H 2.092 3.241 -3.335
C -1.996 3.583 3.299
N -2.773 3.010 2.230
C -2.284 2.129 1.322
N -3.190 1.785 0.343
O -1.141 1.614 1.391
H -0.953 3.275 3.252
H -2.395 3.299 4.272
H -2.045 4.668 3.253
H -3.707 3.360 2.071
H -2.844 1.273 -0.458
H -4.024 2.344 0.205
*
```

Results of the natural (NBO) charge analysis, in e, for atoms 1 through 5: Ru 0.413; P 0.955; P 0.971; P 0.943; H 0.248



C40H116Cl4N18O6P6 | ωB97M-V/def2-TZVPD

Calculated values
Energy relative to the best compared isomer or geometry (same formula, charge and spin) (eV): 0.000
E_LUMO (eV): 0.2
HOMO energy (eV): -8.06
Orbital gap (eV): 8.28

The geometry in ORCA input format:
```
! wB97M-V def2-TZVPD RIJCOSX def2/J DEFGRID3
* xyz 0 1
O -1.919 3.422 3.043
P -1.160 4.644 3.344
N -0.339 5.233 2.048
C 0.671 6.262 2.126
C -0.463 4.625 0.664
N -0.108 4.381 4.571
C -0.347 3.240 5.447
C 0.674 5.433 5.196
N -2.092 5.913 3.800
C -2.484 6.091 5.159
C -2.713 6.670 2.844
H 0.571 6.898 1.238
H 1.657 5.782 2.170
H 0.579 6.937 2.973
H 0.557 4.336 0.369
H -0.781 5.440 0.001
H -1.151 3.795 0.705
H -1.102 3.506 6.191
H -0.594 2.351 4.894
H 0.595 3.019 5.947
H 1.518 5.736 4.559
H 0.130 6.400 5.187
H 0.965 5.117 6.180
H -2.486 7.154 5.430
H -3.532 5.783 5.330
H -1.854 5.489 5.803
H -3.531 6.141 2.363
H -1.975 7.036 2.132
H -3.112 7.572 3.318
O -6.543 3.730 -0.431
P -5.251 3.115 -0.759
N -5.392 1.934 -1.914
C -6.576 1.124 -1.932
C -4.418 1.780 -2.912
N -4.440 2.437 0.501
C -5.127 2.095 1.653
C -3.306 1.581 0.177
N -4.161 4.169 -1.464
C -4.822 4.924 -2.497
C -3.630 5.094 -0.499
H -6.952 1.038 -0.911
H -6.311 0.138 -2.309
H -7.383 1.560 -2.531
H -3.432 1.779 -2.461
H -4.541 2.542 -3.681
H -4.483 0.798 -3.401
H -5.670 1.139 1.589
H -4.422 1.972 2.485
H -5.816 2.878 1.951
H -3.655 0.636 -0.268
H -2.652 2.052 -0.561
H -2.714 1.424 1.066
H -5.573 4.286 -2.970
H -5.276 5.829 -2.102
H -4.132 5.162 -3.315
H -3.031 5.889 -0.938
H -2.972 4.554 0.168
H -4.437 5.532 0.101
O 3.196 -0.672 3.398
P 4.462 -1.326 3.035
N 5.203 -2.056 4.295
C 6.447 -2.787 4.125
C 4.430 -2.308 5.519
N 5.497 -0.259 2.406
C 6.751 -0.687 1.752
C 5.122 1.124 2.221
N 4.358 -2.523 1.898
C 3.884 -2.031 0.564
C 3.897 -3.897 2.252
H 7.316 -2.131 4.212
H 6.510 -3.273 3.145
H 6.460 -3.593 4.856
H 5.085 -2.665 6.317
H 3.743 -3.165 5.357
H 3.874 -1.455 5.886
H 6.732 -0.238 0.746
H 7.612 -0.274 2.278
H 6.743 -1.760 1.631
H 5.193 1.391 1.155
H 4.110 1.265 2.588
H 5.829 1.787 2.737
H 4.644 -1.477 0.010
H 3.654 -2.884 -0.090
H 2.905 -1.521 0.629
H 3.956 -4.536 1.390
H 2.885 -3.848 2.683
H 4.544 -4.262 3.056
O 2.505 -1.082 -5.027
P 1.088 -1.358 -5.059
N 0.425 -2.248 -6.228
C 0.377 -3.715 -6.164
C 0.353 -1.718 -7.489
N 0.215 0.045 -5.166
C -1.223 0.088 -5.246
C 0.939 1.303 -5.247
N 0.700 -2.195 -3.695
C 1.597 -2.105 -2.561
C -0.633 -2.689 -3.374
H -0.424 -4.070 -6.816
H 0.250 -4.091 -5.156
H 1.326 -4.142 -6.544
H 0.372 -0.634 -7.440
H -0.514 -2.091 -8.031
H 1.246 -2.016 -8.060
H -1.658 -0.292 -4.320
H -1.593 1.110 -5.289
H -1.583 -0.516 -6.078
H 1.312 1.625 -4.270
H 1.781 1.177 -5.926
H 0.272 2.075 -5.621
H 1.281 -1.217 -1.989
H 1.612 -2.970 -1.893
H 2.602 -1.901 -2.906
H -1.329 -2.518 -4.177
H -0.972 -2.323 -2.392
H -0.593 -3.788 -3.205
O -6.259 -4.567 -1.186
P -5.406 -5.036 -0.096
N -6.212 -5.400 1.314
C -7.687 -5.633 1.348
C -5.516 -6.014 2.418
N -4.365 -3.876 0.437
C -3.276 -3.574 -0.518
C -4.806 -2.681 1.167
N -4.435 -6.301 -0.547
C -3.232 -6.723 0.152
C -5.048 -7.265 -1.409
H -8.163 -5.292 0.424
H -8.178 -5.164 2.208
H -7.926 -6.724 1.361
H -4.495 -5.647 2.546
H -5.418 -7.103 2.293
H -6.054 -5.755 3.331
H -3.579 -2.773 -1.236
H -2.397 -3.141 -0.022
H -3.021 -4.431 -1.140
H -3.903 -2.193 1.548
H -5.374 -1.980 0.540
H -5.341 -2.950 2.085
H -2.512 -7.227 -0.513
H -2.736 -5.878 0.621
H -3.429 -7.500 0.917
H -4.981 -8.279 -0.985
H -4.506 -7.310 -2.366
H -6.089 -7.081 -1.646
O 6.961 1.567 -0.833
P 6.068 1.522 -1.972
N 4.471 1.420 -1.553
C 3.931 2.339 -0.585
C 3.516 0.441 -2.167
N 6.423 0.211 -2.868
C 6.699 -1.042 -2.184
C 6.241 0.091 -4.301
N 6.145 2.796 -3.004
C 7.449 3.314 -3.348
C 5.046 3.105 -3.985
H 3.481 1.847 0.289
H 3.147 2.937 -1.087
H 4.663 3.056 -0.218
H 4.058 -0.318 -2.708
H 2.838 0.965 -2.856
H 2.981 -0.025 -1.332
H 6.576 -0.868 -1.108
H 6.039 -1.858 -2.477
H 7.764 -1.283 -2.280
H 5.219 0.334 -4.609
H 6.938 0.748 -4.834
H 6.465 -0.925 -4.601
H 7.824 3.000 -4.332
H 7.422 4.410 -3.338
H 8.165 2.980 -2.593
H 4.329 2.280 -3.990
H 5.407 3.231 -5.005
H 4.496 4.009 -3.680
Cl -1.658 -1.145 2.210
C 0.126 -0.907 2.062
C 0.490 0.367 1.348
Cl -0.245 0.361 -0.303
H 0.470 -1.762 1.485
H 0.461 -0.943 3.089
H 1.565 0.431 1.219
H 0.059 1.241 1.829
Cl -3.211 -3.959 6.125
C -2.007 -3.628 4.841
C -0.683 -3.381 5.415
Cl -0.688 -2.025 6.571
H -2.407 -2.822 4.224
H -2.163 -4.456 4.147
H 0.085 -3.173 4.683
H -0.442 -4.256 6.013
*
```

Results of the Mulliken charge analysis, in e, for atoms 1 through 5: O -0.983; P -0.010; N 0.858; C -1.308; C -0.522



Calculated total energy, respectively: -922.022362, -4453.773901, -6919.875071 Ha.